80
Properties=species:S:1:pos:R:3 method="wB97M-V/def2-TZVPD" s_squared=0.76 charge=+1 homo_lumo_gap_ev="6.75 / 6.62" e_above_lowest_ev=0.792 multiplicity=2 lumo_energy_ev="-3.35 / -3.47"
Ru -0.0001 0.7138 -0.1517
C -4.3201 -2.3025 -1.3133
S -2.9114 -3.2207 -0.6590
C -1.7763 -1.9665 -0.2369
S -2.0390 -0.3290 -0.7256
N -0.7620 -2.3582 0.4451
N 0.1029 -1.3160 0.7167
C 1.0760 -1.6271 1.4776
C 1.9348 -0.5471 1.9360
C 2.9772 -0.7539 2.8159
C 3.7317 0.3397 3.2236
C 3.3923 1.5895 2.7466
C 2.3092 1.7139 1.8856
N 1.5991 0.6681 1.4694
H -5.0057 -3.0616 -1.6835
H -4.0201 -1.6562 -2.1344
H -4.8062 -1.7257 -0.5303
H 1.2061 -2.6538 1.8022
H 3.1846 -1.7544 3.1706
H 4.5604 0.2113 3.9069
H 3.9397 2.4774 3.0297
H 2.0156 2.6813 1.5161
C -2.8367 0.4471 2.7178
Sb -1.4975 1.7356 1.7027
C -0.5206 2.6767 3.3329
C -2.8689 3.3021 1.2139
C -2.1661 4.5043 0.6501
C -1.6874 5.4704 1.5343
C -1.0516 6.6161 1.0857
C -0.8763 6.8076 -0.2757
C -1.3369 5.8517 -1.1655
C -1.9843 4.6980 -0.7256
C -2.4538 3.7012 -1.7446
Sb -1.0070 2.1624 -2.1052
C -2.0892 1.1223 -3.6041
C 0.2189 3.2645 -3.4138
H -3.4647 1.0341 3.3855
H -2.2767 -0.2878 3.2946
H -3.4508 -0.0721 1.9858
H -1.2662 3.0852 4.0134
H 0.1165 3.4774 2.9599
H 0.0947 1.9488 3.8602
H -3.3503 3.5520 2.1597
H -3.6226 2.8821 0.5493
H -1.8400 5.3276 2.5985
H -0.7040 7.3560 1.7943
H -0.3933 7.7035 -0.6443
H -1.2041 6.0059 -2.2309
H -2.5593 4.1723 -2.7222
H -3.4005 3.2294 -1.4844
H -2.2984 1.8385 -4.3977
H -3.0178 0.7235 -3.2065
H -1.4879 0.3026 -3.9940
H -0.4023 3.5519 -4.2624
H 1.0571 2.6617 -3.7575
H 0.5982 4.1472 -2.9053
N 2.1346 7.3112 -5.2294
C 2.4291 6.4670 -4.1877
C 2.0318 6.7773 -2.8826
C 2.2449 5.8830 -1.8497
C 2.8782 4.6746 -2.1043
C 3.3311 4.3769 -3.3884
C 3.1018 5.2581 -4.4212
S 3.1310 3.5210 -0.8149
O 2.8174 4.2099 0.4143
O 4.4474 2.9563 -0.9830
N 2.0001 2.3637 -1.0184
C 2.3539 1.1815 -1.5695
S 3.7984 0.7206 -2.4361
C 3.1161 -0.8392 -2.7535
C 1.9070 -0.9573 -2.1854
N 1.4791 0.1797 -1.5286
H 1.8370 8.2481 -5.0264
H 2.5950 7.1738 -6.1109
H 1.5681 7.7369 -2.6836
H 1.9357 6.1142 -0.8394
H 3.8763 3.4584 -3.5667
H 3.4492 5.0264 -5.4210
H 3.6508 -1.5800 -3.3240
H 1.2718 -1.8304 -2.1932

***

78
Properties=species:S:1:pos:R:3 method="wB97M-V/def2-TZVPD" s_squared=0.77 homo_lumo_gap_ev="6.86 / 6.73" multiplicity=2 lumo_energy_ev="0.08 / 0.04"
Mn -0.1148 -0.0884 -0.0674
Cl -3.3838 2.3093 5.4466
C -2.3515 1.3654 4.4190
C -2.3954 1.5930 3.0450
C -1.5789 0.8639 2.2001
N -1.5833 0.9372 0.7912
C -2.8064 0.7987 0.2196
O -3.8169 1.4667 0.3508
C -2.9049 -0.5165 -0.5639
C -4.1281 -1.0016 -0.9908
C -4.1879 -2.2864 -1.5089
C -3.0253 -3.0382 -1.5692
C -1.8386 -2.4732 -1.1308
N -1.7710 -1.2363 -0.6384
C -0.7204 -0.1231 2.7252
C -0.6799 -0.3357 4.0921
C -1.4922 0.4147 4.9397
Cl -1.4029 0.1154 6.6469
N 0.1054 -0.8018 1.7895
C 1.4294 -0.7199 2.1593
O 2.0904 -1.4649 2.8516
C 2.0766 0.5606 1.6241
C 3.1917 1.1297 2.2088
C 3.5797 2.3943 1.7882
C 2.8341 3.0335 0.8127
C 1.7462 2.3765 0.2564
N 1.3799 1.1581 0.6459
H -3.0642 2.3410 2.6451
H -4.9969 -0.3673 -0.8885
H -5.1305 -2.6978 -1.8458
H -3.0249 -4.0530 -1.9422
H -0.9134 -3.0326 -1.1660
H -0.0270 -1.0915 4.5070
H 3.7100 0.5877 2.9869
H 4.4408 2.8782 2.2304
H 3.0780 4.0323 0.4785
H 1.1446 2.8415 -0.5134
C 3.5450 -1.2822 -0.7545
As 1.6335 -1.6222 -0.9474
C 1.5855 -3.3642 -0.0558
C 1.5078 -2.2468 -2.8064
C 1.3311 -1.2076 -3.9309
C 2.4957 -0.2235 -3.8930
C -0.0337 -0.5073 -3.8100
As -0.3598 0.8129 -2.3893
C -2.1086 1.3868 -3.0409
C 0.6278 2.3656 -3.0572
C 1.3344 -2.0260 -5.2433
As 1.4103 -1.3347 -7.1091
C 3.3266 -0.9265 -7.2542
C 0.7668 0.5230 -7.0744
H 4.1071 -2.0961 -1.2128
H 3.7740 -1.2463 0.3100
H 3.8329 -0.3365 -1.2083
H 1.7263 -4.1664 -0.7803
H 0.6438 -3.4824 0.4759
H 2.3860 -3.3933 0.6812
H 0.6620 -2.9409 -2.8279
H 2.4067 -2.8420 -2.9931
H 2.5468 0.2978 -2.9353
H 2.4140 0.5340 -4.6689
H 3.4449 -0.7475 -4.0309
H -0.8077 -1.2687 -3.6615
H -0.2753 0.0026 -4.7411
H -1.9916 1.7909 -4.0469
H -2.5205 2.1472 -2.3791
H -2.7973 0.5445 -3.0700
H 0.6039 2.3738 -4.1469
H 1.6609 2.3739 -2.7179
H 0.1276 3.2640 -2.6936
H 0.4582 -2.6808 -5.2303
H 2.1999 -2.6986 -5.2303
H 3.8977 -1.8254 -7.0220
H 3.6461 -0.1193 -6.5994
H 3.5379 -0.6505 -8.2868
H -0.3128 0.5526 -6.9344
H 0.9847 0.9316 -8.0618
H 1.2530 1.1468 -6.3274

***

98
Properties=species:S:1:pos:R:3 method="wB97M-V/def2-TZVPD" charge=+1 homo_lumo_gap_ev=7.82 lumo_energy_ev=-4.02
C 4.4557 5.3532 -1.4638
O 3.6989 5.8465 -2.6619
B 3.6317 4.6603 -3.5377
O 4.8876 4.2673 -4.2697
N 2.4242 3.7712 -3.7715
C 1.2863 3.8201 -3.0033
N 0.9542 4.7119 -1.8270
C -0.4495 4.1533 -1.5120
N -0.7745 3.0317 -2.4738
C -1.9677 2.1121 -2.6126
C -3.4686 2.5231 -3.1285
C -4.6543 1.3515 -3.2632
C -4.3710 -0.2558 -2.9095
C -2.8706 -0.6575 -2.3722
C -1.7204 0.5071 -2.2414
N 0.2292 2.8153 -3.4048
H 5.4250 4.7637 -1.7580
H 3.7251 4.5591 -0.9587
H 4.7736 6.2195 -0.7436
H 4.9236 3.2643 -4.1091
H 2.4258 3.0653 -4.5682
H -1.1930 4.4973 -0.6575
H -3.6844 3.6381 -3.4135
H -5.7532 1.5859 -3.6423
H -5.1794 -1.1023 -3.0103
H -2.5765 -1.7815 -2.1076
H -0.6449 0.1692 -1.8768
H 0.3258 2.1492 -4.2023
C -4.2957 -6.7879 0.9324
C -3.8699 -7.2681 -0.4422
O -4.4508 -6.4467 -1.4657
C -3.8033 -5.2680 -1.7342
O -2.7856 -4.8996 -1.1523
C -4.4954 -4.5197 -2.8713
F -5.8531 -4.4988 -2.7401
F -4.2402 -5.0837 -4.0868
F -4.1055 -3.2167 -2.9675
H -5.3877 -6.7392 1.0024
H -3.9204 -7.4585 1.7108
H -3.9199 -5.7796 1.1334
H -4.2386 -8.2862 -0.6041
H -2.7782 -7.3016 -0.5389
C 0.7288 -1.8992 3.2930
C 0.6530 -2.9898 2.2413
O 0.1191 -4.1972 2.8042
C -1.2472 -4.2664 2.8996
O -2.0037 -3.3678 2.5389
C -1.6802 -5.6166 3.4666
F -0.9344 -6.0011 4.5422
F -1.5666 -6.6189 2.5483
F -2.9782 -5.6285 3.8838
H 1.2963 -2.2430 4.1645
H 1.2088 -1.0033 2.8886
H -0.2684 -1.6255 3.6520
H 1.6612 -3.2240 1.8844
H 0.0686 -2.6716 1.3698
C -8.2860 -0.8055 -2.0544
C -9.4880 -0.8061 -1.1289
O -9.7242 0.5102 -0.6080
C -10.4180 1.3670 -1.4235
O -10.8271 1.0646 -2.5421
C -10.6410 2.7092 -0.7301
F -9.5207 3.1730 -0.1050
F -11.6082 2.6366 0.2291
F -11.0298 3.6948 -1.5882
H -7.4086 -0.3913 -1.5462
H -8.0547 -1.8205 -2.3901
H -8.4655 -0.1818 -2.9359
H -9.2884 -1.4565 -0.2711
H -10.3828 -1.1966 -1.6281
C 9.3737 6.7607 1.7079
C 9.2979 5.6701 0.6561
O 8.7640 4.4627 1.2190
C 7.3977 4.3935 1.3144
O 6.6411 5.2921 0.9538
C 6.9647 3.0433 1.8815
F 7.7105 2.6588 2.9571
F 7.0782 2.0410 0.9632
F 5.6667 3.0314 2.2986
H 9.9412 6.4169 2.5793
H 9.8536 7.6566 1.3035
H 8.3765 7.0343 2.0669
H 10.3061 5.4358 0.2993
H 8.7134 5.9883 -0.2153
C 6.6737 0.1607 3.5579
C 6.5979 -0.9299 2.5061
O 6.0640 -2.1373 3.0690
C 4.6977 -2.2065 3.1644
O 3.9411 -1.3079 2.8038
C 4.2647 -3.5567 3.7315
F 5.0105 -3.9412 4.8071
F 4.3782 -4.5590 2.8132
F 2.9667 -3.5686 4.1486
H 7.2412 -0.1831 4.4293
H 7.1536 1.0566 3.1535
H 5.6765 0.4343 3.9169
H 7.6061 -1.1642 2.1493
H 6.0134 -0.6117 1.6347